[1]
Entry from the Open Molecules 2025 dataset: a 10-piece molecular cluster, C39H55N10O16 overall in a non-equilibrium geometry (wB97M-V/def2-TZVPD).

Atoms and positions in Å:
N -12.150 -7.100 40.870
O -12.555 -6.525 41.928
O -12.465 -8.289 40.594
O -11.350 -6.462 40.063
C -12.359 -7.410 36.413
C -12.208 -8.069 35.091
C -11.403 -7.076 34.176
C -10.869 -5.773 34.625
C -11.566 -5.158 35.874
C -12.042 -6.209 36.898
N -10.019 -4.939 33.748
O -9.336 -5.512 32.897
O -10.085 -3.663 33.874
H -12.944 -8.115 37.217
H -12.407 -8.976 34.902
H -11.339 -7.400 33.145
H -11.446 -4.146 36.109
H -12.423 -6.156 37.841
C -8.927 -8.866 36.588
C -8.567 -10.137 35.736
C -8.986 -11.457 36.307
C -9.832 -11.509 37.576
C -10.096 -10.195 38.455
C -9.634 -8.924 37.760
N -10.156 -12.817 38.058
O -9.896 -13.813 37.331
O -10.801 -12.914 39.186
H -8.622 -7.868 36.331
H -8.102 -9.870 34.958
H -8.755 -12.276 35.825
H -10.714 -10.194 39.373
H -9.843 -7.926 38.240
C -14.835 -5.347 45.837
C -15.682 -4.143 46.110
C -16.048 -3.253 44.857
C -15.854 -3.791 43.540
C -14.780 -4.926 43.325
C -14.344 -5.721 44.563
N -16.517 -3.188 42.376
O -17.357 -2.293 42.608
O -16.077 -3.331 41.164
H -14.258 -6.069 46.444
H -16.010 -3.788 47.178
H -16.595 -2.249 45.145
H -14.734 -5.365 42.375
H -13.575 -6.560 44.665
C -14.505 -11.246 40.361
C -14.414 -11.971 39.024
C -14.956 -13.343 38.758
C -15.691 -14.016 39.978
C -15.906 -13.234 41.281
C -15.227 -11.860 41.413
N -16.261 -15.442 39.895
O -16.719 -16.043 40.940
O -16.373 -15.865 38.752
H -13.908 -10.370 40.603
H -13.754 -11.452 38.180
H -14.820 -13.856 37.815
H -16.405 -13.592 42.228
H -15.231 -11.177 42.389
C -10.057 -4.511 43.854
O -10.545 -4.306 44.946
N -9.015 -3.901 43.405
C -8.369 -4.313 42.129
C -8.348 -2.811 44.230
H -10.470 -5.174 43.042
H -9.267 -4.670 41.448
H -7.505 -5.045 42.235
H -7.812 -3.388 41.834
H -8.294 -2.859 45.423
H -8.627 -1.732 43.911
H -7.104 -2.974 44.120
C -13.192 -2.328 38.292
O -13.419 -1.805 37.203
N -11.985 -2.053 38.951
C -11.821 -2.734 40.210
C -11.098 -0.923 38.605
H -13.735 -3.284 38.702
H -10.900 -2.495 40.913
H -11.751 -3.935 40.027
H -12.759 -2.567 40.771
H -10.768 -0.421 39.436
H -11.489 -0.264 37.913
H -10.142 -1.349 38.235
C -8.362 -8.310 41.487
O -7.179 -7.940 41.154
N -8.768 -9.550 41.765
C -10.062 -9.964 42.242
C -7.889 -10.664 41.435
H -9.313 -7.642 41.561
H -10.083 -10.751 42.852
H -10.630 -10.415 41.405
H -10.528 -9.145 42.673
H -8.073 -11.521 41.840
H -6.814 -10.587 41.896
H -7.708 -10.867 40.534
C -15.520 -8.602 38.333
O -15.948 -9.558 37.679
N -16.057 -7.421 38.567
C -15.256 -6.292 39.000
C -17.427 -7.095 38.233
H -14.543 -8.825 38.801
H -15.227 -5.446 38.347
H -14.246 -6.392 39.161
H -15.765 -5.850 39.743
H -17.676 -7.311 37.252
H -17.533 -6.140 38.527
H -17.978 -7.797 38.842
C -7.214 -2.803 38.767
O -8.161 -2.015 38.712
N -7.335 -4.109 38.494
C -6.343 -5.098 38.890
C -8.599 -4.782 37.962
H -6.153 -2.510 39.016
H -6.683 -5.598 39.811
H -5.269 -4.765 38.973
H -6.001 -5.913 38.265
H -9.466 -4.607 38.793
H -8.426 -5.724 37.784
H -8.920 -4.186 37.069

## Properties
- ΔE to the lowest compared entry with this formula, charge and spin (kcal per mole) = 0.0
- 2S+1 = 1
- DFT total energy (Eh) = -3269.38110
- total charge = -1

[2]
Entry from the Open Molecules 2025 dataset: an isolated molecule of C12H13NO in a non-equilibrium geometry (wB97M-V/def2-TZVPD).

Atoms and positions in Å:
C 4.367 0.292 0.125
C 2.214 -0.550 -0.022
C 1.457 -1.748 -0.124
C 0.111 -1.493 -0.423
C -0.576 -0.196 -0.286
C -2.032 0.067 -0.189
C -2.927 -1.046 -0.296
C -2.475 1.379 0.019
C -1.585 2.352 0.181
C -0.249 2.221 0.119
C 0.301 0.909 -0.038
C 1.685 0.765 -0.032
H 5.371 -0.045 0.705
H 3.902 1.357 0.735
H 4.315 0.723 -1.028
H 1.781 -2.776 -0.038
H -0.601 -2.287 -0.514
H -3.880 -0.635 -0.432
H -2.568 -1.558 -1.267
H -3.461 -1.571 1.525
H -3.262 -3.012 0.341
H -3.485 1.553 -0.200
H -1.871 3.428 -0.071
H 0.292 3.171 0.170
H 2.346 1.585 0.109
N -2.753 -2.037 0.756
O 3.582 -0.848 0.175

## Properties
- SMILES string = COc1ccc2c(CN)cccc2c1
- ΔE to the lowest compared entry with this formula, charge and spin (kcal per mole) = 84.3
- 2S+1 = 1
- DFT total energy (Eh) = -594.91925
- total charge = 0

[3]
Entry from the Open Molecules 2025 dataset: C2H4S2 as an isolated structure in a non-equilibrium geometry (wB97M-V/def2-TZVPD).

Atoms and positions in Å:
C -0.486 0.045 0.472
C 0.804 0.157 -0.304
S -1.982 1.079 0.080
S -1.820 -1.013 -0.127
H -0.183 -0.258 1.444
H 0.642 0.184 -1.469
H 1.539 -1.063 -0.078
H 1.487 0.868 -0.019

## Properties
- ΔE to the lowest compared entry with this formula, charge and spin (kcal per mole) = 37.2
- 2S+1 = 1
- DFT total energy (Eh) = -874.90089
- total charge = 0

[4]
Entry from the Open Molecules 2025 dataset: a 2-piece molecular cluster, CH3ClFP overall in a non-equilibrium geometry (wB97M-V/def2-TZVPD).

Atoms and positions in Å:
C 1.971 -0.345 -0.604
F 2.273 -1.599 -0.560
P -1.324 0.137 -0.083
Cl 2.784 0.651 0.497
H 1.018 0.025 -0.791
H -0.653 1.189 0.426
H -1.123 -0.408 1.122

## Properties
- ΔE to the lowest compared entry with this formula, charge and spin (kcal per mole) = 132.1
- 2S+1 = 1
- DFT total energy (Eh) = -941.15745
- total charge = 0

[5]
Entry from the Open Molecules 2025 dataset: C8H21N2O2P as an isolated structure in a non-equilibrium geometry (wB97M-V/def2-TZVPD).

Atoms and positions in Å:
C 3.759 0.670 1.145
C 1.707 2.240 0.705
C 0.477 -1.846 -0.838
C 1.996 -2.507 0.993
C -3.021 1.979 -2.219
C -4.706 -0.847 0.272
C 2.467 0.966 0.345
C 1.727 -1.374 -0.047
N -2.341 0.995 -1.760
N 1.526 -0.150 0.542
O -2.730 2.350 0.871
O -4.208 0.436 0.369
P -2.626 0.941 0.580
H 4.523 0.076 0.689
H 4.236 1.539 1.342
H 3.432 0.257 2.098
H 1.479 2.329 1.727
H 0.701 2.213 0.131
H 2.178 3.115 0.239
H 0.767 -2.146 -1.821
H 0.041 -2.678 -0.341
H -0.301 -1.067 -1.026
H 1.944 -3.515 0.463
H 1.366 -2.404 1.815
H 2.971 -2.480 1.356
H -3.183 2.792 -1.550
H 0.630 0.220 0.432
H -3.560 1.814 -3.199
H -5.302 -0.938 -0.716
H -5.391 -1.125 1.163
H -3.883 -1.573 0.204
H 2.627 0.926 -0.843
H 2.699 -1.403 -0.706
H -2.000 0.196 -2.418

## Properties
- 2S+1 = 1
- DFT total energy (Eh) = -918.68049
- total charge = 0